Record 1
{"formula": "C3H7N4S", "method": "wB97M-V/def2-TZVPD", "lumo_ev": [-3.738, -6.273], "e_homo_ha": [-0.35135, -0.53621], "orbital_gap_ev": [5.82, 8.32], "spin_multiplicity": 3, "total_charge": 1, "de_lowest_kcal_mol": 10.90, "symbols": ["C", "C", "C", "N", "N", "N", "N", "S", "H", "H", "H", "H", "H", "H", "H"], "coordinates": [[2.50268, 0.01829, -0.01800], [-1.13002, -0.15879, 0.09447], [1.12802, 0.69066, -0.24778], [2.43918, -0.90290, 0.86869], [0.16855, -0.15918, 0.41435], [-1.48285, 0.47281, -1.04345], [-1.99998, -0.84688, 0.85894], [1.06377, -1.34673, 1.40756], [3.47114, 0.06553, -0.51818], [1.03624, 1.68946, 0.00247], [1.01968, 0.78256, -1.28451], [-1.21212, 1.43751, -1.27710], [-2.43945, 0.27663, -1.43527], [-1.54959, -1.22222, 1.69829], [-3.01523, -0.79676, 0.47951]], "nbo_charge": [-0.01, 0.68, -0.31, -0.72, -0.56, -0.80, -0.76, 1.02, 0.23, 0.23, 0.24, 0.44, 0.42, 0.44, 0.46]}

***

Record 2
{"formula": "C3H7N5", "method": "wB97M-V/def2-TZVPD", "lumo_ev": 0.645, "e_homo_ha": -0.32445, "orbital_gap_ev": 9.47, "smiles": "[H]/N=c1/ncn(NC)[nH]1", "de_lowest_kcal_mol": 66.26, "symbols": ["H", "N", "C", "N", "C", "N", "N", "C", "N", "H", "H", "H", "H", "H", "H"], "coordinates": [[2.94367, -1.53060, 0.03433], [2.97396, -0.48687, 0.15151], [1.85278, -0.00351, -0.03207], [1.65423, 1.29818, 0.30660], [0.37775, 1.53285, -0.05551], [-0.16252, 0.49715, -0.74947], [-1.56981, 0.26972, -0.53593], [-1.77086, -0.45097, 0.75576], [0.65962, -0.63537, -0.48120], [-0.24603, 2.43508, 0.17483], [-1.96439, -0.32239, -1.32325], [-1.46780, -1.49867, 0.72920], [-2.88102, -0.31567, 1.06860], [-1.23528, 0.13875, 1.42949], [0.83570, -0.92771, -1.47290]], "nbo_charge": [0.33, -0.65, 0.47, -0.47, 0.26, -0.15, -0.45, -0.44, -0.48, 0.23, 0.36, 0.20, 0.21, 0.20, 0.39]}

***

Record 3
{"formula": "C3H7N5", "method": "wB97M-V/def2-TZVPD", "lumo_ev": 0.915, "e_homo_ha": -0.27903, "orbital_gap_ev": 8.51, "smiles": "[H]/N=c1/[nH]cc(N)n1N", "de_lowest_kcal_mol": 101.26, "symbols": ["H", "N", "C", "N", "C", "C", "N", "N", "N", "H", "H", "H", "H", "H", "H"], "coordinates": [[-0.20632, 1.95191, -1.72001], [0.28029, 1.12409, -2.08978], [0.46123, 0.42113, -1.02734], [1.11470, -0.86292, -1.17149], [0.66495, -1.52966, -0.11078], [0.04961, -0.71138, 0.66395], [-0.34438, -0.60951, 1.99412], [0.24735, 0.64647, 0.27778], [-0.97650, 1.34987, 0.47493], [0.98360, -1.51477, -2.10636], [1.16349, -2.53387, 0.05929], [-1.04883, 0.00916, 1.98104], [-0.46552, -1.55057, 2.52845], [-0.75571, 2.22532, 0.98180], [-1.16797, 1.58473, -0.73559]], "nbo_charge": [0.30, -0.68, 0.54, -0.59, -0.13, 0.23, -0.81, -0.28, -0.67, 0.40, 0.22, 0.38, 0.38, 0.37, 0.34]}

***

Record 4
{"formula": "C3H7N5", "method": "wB97M-V/def2-TZVPD", "lumo_ev": 0.642, "e_homo_ha": -0.33596, "orbital_gap_ev": 9.78, "smiles": "[H]/N=C/N(/C=N/[H])/C(N)=N/[H]", "de_lowest_kcal_mol": 45.94, "symbols": ["H", "N", "C", "N", "C", "N", "H", "C", "N", "N", "H", "H", "H", "H", "H"], "coordinates": [[0.16028, -1.22668, 2.83517], [0.47330, -0.60768, 2.15479], [-0.48559, -0.65775, 1.20836], [-0.18841, 0.12930, 0.05914], [0.14715, 1.41761, 0.20996], [-0.08760, 2.07336, 1.23058], [0.41988, 2.96762, 1.02502], [-0.09742, -0.48023, -1.21981], [0.21258, -1.82614, -1.23025], [-0.27414, 0.26382, -2.17430], [0.22643, -0.08015, -3.04459], [-1.49309, -1.16562, 1.13146], [0.86456, 1.81202, -0.54724], [0.53669, -2.06127, -2.28474], [0.95038, -2.15231, -0.58587]], "nbo_charge": [0.33, -0.57, 0.26, -0.53, 0.29, -0.65, 0.34, 0.59, -0.83, -0.71, 0.34, 0.19, 0.17, 0.39, 0.40]}